Entry 1:
Here is a 2-piece molecular cluster, C9H14O overall at a distorted geometry from the OMol25 dataset. Energies are from ωB97M-V/def2-TZVPD.

- spin multiplicity = 1
- SMILES = Cc1ccccc1.CCO
- gap between HOMO and LUMO (eV) = 9.58
- highest occupied orbital energy (eV) = -8.8
- energy above the lowest of the compared OMol25 structures with the same formula, charge and spin (kcal per mole) = 57.9

Last column: Löwdin charge in e.
Cartesian coordinates (Å):
C (-0.698, 0.603, 1.177)  -0.061
C (0.052, 1.646, 0.395)  -0.329
C (-0.478, 2.921, 0.158)  -0.087
C (-0.113, 3.715, -0.914)  -0.056
C (1.045, 3.236, -1.726)  -0.069
C (1.651, 2.038, -1.303)  -0.121
C (1.249, 1.267, -0.217)  -0.077
H (-0.362, 0.670, 2.262)  0.097
H (-0.490, -0.277, 0.520)  0.051
H (-1.884, 0.955, 1.250)  0.136
H (-1.230, 3.077, 0.914)  0.099
H (-0.515, 4.707, -1.091)  0.091
H (1.340, 3.895, -2.571)  0.096
H (2.561, 1.542, -1.845)  0.130
H (1.692, 0.303, -0.091)  0.099
C (0.094, -3.718, 1.181)  -0.080
C (-0.504, -2.994, -0.054)  -0.343
O (-1.129, -3.842, -0.978)  -0.070
H (-0.476, -4.582, 1.458)  0.055
H (0.348, -2.922, 1.970)  0.094
H (1.068, -4.234, 0.963)  0.076
H (-1.404, -2.252, 0.270)  0.135
H (0.141, -2.287, -0.512)  0.073
H (-1.958, -3.467, -1.215)  0.063

Atomic forces in eV per Å
C -2.021 1.976 0.931
C 1.127 -0.133 -0.382
C -0.296 -0.797 0.119
C 3.034 -1.085 -0.666
C -2.113 0.586 1.765
C 2.463 -0.169 -1.723
C -1.954 1.190 -0.941
H -0.207 -1.065 -1.319
H -0.778 0.050 1.647
H 2.992 -1.375 -0.501
H -0.688 1.038 -0.454
H -0.135 -0.247 -0.032
H 0.068 -1.008 0.622
H -1.691 1.534 0.622
H 0.221 -0.423 0.349
C 1.857 1.141 -0.722
C -3.327 1.566 2.151
O 1.288 -1.321 -0.270
H -1.002 0.155 0.723
H -0.766 -1.482 -0.830
H -0.513 0.829 -0.273
H 2.021 -1.531 0.110
H 1.253 0.236 -0.608
H -0.833 0.332 -0.317


Entry 2:
Here is a 12-piece molecular cluster, C3H30O11S2 overall at a distorted geometry from the OMol25 dataset. Energies are from ωB97M-V/def2-TZVPD.

- spin multiplicity = 1
- SMILES = CCCSS.O.O.O.O.O.O.O.O.O.O.O
- gap between HOMO and LUMO (eV) = 8.66
- highest occupied orbital energy (eV) = -8.6
- energy above the lowest of the compared OMol25 structures with the same formula, charge and spin (kcal per mole) = 27.6

Last column: Löwdin charge in e.
Cartesian coordinates (Å):
C (-0.138, 2.423, 1.647)  -0.125
C (-1.254, 2.405, 0.613)  -0.370
C (-0.908, 1.928, -0.791)  -0.637
S (-2.348, 1.517, -1.665)  0.422
S (-3.283, -0.202, -1.085)  0.326
H (0.848, 2.735, 1.280)  0.037
H (-0.158, 3.199, 2.519)  0.103
H (-0.150, 1.340, 1.979)  0.079
H (-1.782, 3.282, 0.577)  0.052
H (-2.172, 1.894, 1.191)  0.139
H (-0.368, 0.953, -0.576)  0.079
H (-0.370, 2.715, -1.413)  0.099
H (-2.728, -1.019, -2.053)  -0.202
O (0.279, -2.386, 3.026)  -0.116
H (0.704, -1.601, 2.581)  0.058
H (0.544, -2.367, 4.005)  0.018
O (-1.830, -2.013, 4.700)  -0.074
H (-1.729, -1.481, 3.908)  0.009
H (-1.917, -2.926, 4.263)  0.122
O (0.733, -1.884, 5.593)  -0.016
H (-0.227, -1.856, 5.422)  0.011
H (0.931, -1.022, 5.785)  0.012
O (2.231, 2.040, -3.817)  -0.050
H (1.738, 2.054, -2.991)  0.024
H (3.041, 2.523, -3.531)  0.096
O (2.134, -0.648, -3.865)  -0.148
H (1.891, 0.420, -3.892)  0.068
H (3.062, -0.601, -4.159)  0.037
O (3.116, -0.732, -0.435)  -0.061
H (3.553, -1.256, -1.134)  0.064
H (2.228, -1.086, -0.408)  -0.009
O (0.548, -2.233, -0.208)  -0.040
H (-0.161, -2.439, -0.801)  0.013
H (0.198, -2.094, 0.704)  0.039
O (-0.908, -1.805, -2.876)  -0.064
H (0.042, -1.706, -2.911)  0.023
H (-1.271, -1.507, -3.689)  0.003
O (-3.418, -0.087, 3.339)  0.031
H (-2.963, -0.866, 3.118)  -0.006
H (-3.843, 0.036, 4.097)  -0.026
O (-0.384, -0.400, -5.791)  -0.085
H (-0.895, -0.008, -5.009)  0.064
H (0.568, -0.307, -5.651)  0.011
O (1.955, 1.876, -0.673)  -0.063
H (2.296, 1.026, -0.935)  -0.003
H (2.569, 2.166, 0.011)  0.057

Atomic forces in eV per Å
C 0.862 0.211 1.304
C -1.576 -0.950 2.262
C 1.204 -1.726 2.281
S -1.982 0.671 -2.315
S 0.741 -0.559 -0.239
H -0.272 -0.694 -0.515
H -1.078 -1.686 -1.192
H 0.836 1.386 0.331
H -0.654 3.082 -0.588
H 1.992 -0.227 -1.763
H 0.171 1.302 -1.033
H -0.459 -1.289 0.875
H -0.320 0.467 0.909
O 0.632 1.019 -0.270
H -0.346 -1.237 1.216
H 0.234 0.378 -1.772
O -0.733 -2.323 -0.800
H 0.626 0.309 0.159
H 0.287 1.693 1.209
O -0.952 -3.217 -0.512
H -0.313 -0.207 0.373
H 1.169 3.451 0.821
O 0.727 0.980 0.463
H -0.384 0.221 0.440
H -0.631 -0.619 -0.576
O -0.605 3.383 -0.312
H 1.303 -3.681 0.052
H -0.514 -0.192 0.154
O 0.856 0.055 -0.658
H -0.342 0.392 0.513
H -0.724 -0.560 0.060
O 0.862 0.600 1.511
H -0.945 -0.049 -0.277
H 0.020 -0.542 -1.300
O -0.071 -0.586 1.508
H 0.492 0.231 -0.473
H -0.064 0.164 -1.242
O 2.031 2.086 -5.897
H -0.269 -1.373 0.409
H -2.295 -0.377 5.060
O -1.435 0.585 1.269
H 1.641 -0.518 -1.736
H -0.271 0.032 0.525
O 0.043 0.945 -0.154
H 0.504 -1.003 0.007
H 0.001 -0.032 -0.086


Entry 3:
Here is one molecule with the formula C5H13NO2 at a distorted geometry from the OMol25 dataset. Energies are from ωB97M-V/def2-TZVPD.

- spin multiplicity = 1
- SMILES = C[C@@H](CCO)NCO
- gap between HOMO and LUMO (eV) = 10.24
- highest occupied orbital energy (eV) = -9.5
- energy above the lowest of the compared OMol25 structures with the same formula, charge and spin (kcal per mole) = 35.7

Last column: Löwdin charge in e.
Cartesian coordinates (Å):
C (1.218, -0.620, -2.184)  -0.061
C (0.579, -0.397, -0.807)  -0.409
C (0.526, 1.061, -0.409)  -0.146
C (0.764, 1.344, 1.089)  -0.263
O (0.139, 2.531, 1.534)  -0.067
N (-0.784, -0.943, -0.880)  -0.023
C (-1.493, -1.029, 0.361)  -0.292
O (-0.871, -1.817, 1.385)  -0.075
H (2.276, -0.388, -2.247)  0.077
H (1.081, -1.665, -2.463)  0.069
H (0.672, -0.047, -2.947)  0.086
H (1.170, -0.990, -0.107)  0.136
H (-0.436, 1.485, -0.686)  0.114
H (1.222, 1.678, -0.998)  0.121
H (0.452, 0.484, 1.700)  0.106
H (1.824, 1.507, 1.246)  0.115
H (-0.693, 2.633, 1.061)  0.075
H (-0.799, -1.851, -1.331)  0.107
H (-2.511, -1.415, 0.174)  0.125
H (-1.597, -0.060, 0.832)  0.108
H (-0.720, -2.729, 1.058)  0.096

Atomic forces in eV per Å
C -0.840 0.024 -0.300
C 0.182 -0.562 -0.807
C 0.425 0.918 0.410
C -0.039 -0.371 -0.378
O -0.156 0.267 -0.067
N -0.271 -0.013 0.265
C -0.381 -0.500 0.144
O 0.271 -0.721 -0.265
H 0.084 0.141 0.227
H 0.191 -0.132 -0.015
H 0.202 0.040 0.182
H 0.151 0.193 0.400
H -0.461 -0.203 -0.054
H 0.085 -0.350 0.156
H 0.016 0.120 -0.114
H 0.269 -0.139 0.180
H -0.007 -0.016 0.101
H 0.118 0.084 -0.100
H 0.365 0.088 -0.097
H 0.030 0.307 -0.087
H -0.235 0.824 0.220


Entry 4:
Here is C47H46N7P2S3Se2V as an isolated structure at a distorted geometry from the OMol25 dataset. Energies are from ωB97M-V/def2-TZVPD.

- spin multiplicity = 3
- gap between HOMO and LUMO (spin up / spin down) (eV) = 5.48 / 6.01
- charge = +2
- highest occupied orbital energy (spin up / spin down) (eV) = -11.9 / -11.9
- energy above the lowest of the compared OMol25 structures with the same formula, charge and spin (kcal per mole) = 40.1
- ⟨S²⟩ = 2.024

Last column: Löwdin charge in e.
Cartesian coordinates (Å):
V (-0.289, -1.108, 1.653)  0.731
C (-3.661, 3.473, 3.247)  -0.531
C (-3.060, 2.873, 4.513)  -0.511
S (-2.051, 1.384, 4.279)  0.816
C (-3.097, 0.077, 4.946)  -0.549
C (-4.370, -0.254, 4.184)  -0.504
S (-4.064, -0.768, 2.469)  0.843
C (-5.237, 0.249, 1.543)  -0.530
C (-4.886, 1.715, 1.327)  -0.539
S (-5.263, 2.810, 2.725)  0.901
H (-2.960, 3.409, 2.411)  0.058
H (-3.840, 4.534, 3.424)  0.074
H (-3.836, 2.643, 5.243)  0.082
H (-2.397, 3.605, 4.976)  0.074
H (-3.344, 0.308, 5.985)  0.092
H (-2.441, -0.792, 4.975)  0.023
H (-5.021, 0.621, 4.147)  0.035
H (-4.905, -1.048, 4.707)  0.081
H (-6.218, 0.145, 2.008)  0.083
H (-5.306, -0.249, 0.573)  0.070
H (-5.472, 2.078, 0.481)  0.073
H (-3.830, 1.829, 1.071)  0.001
C (-2.221, -3.720, 5.196)  -0.016
C (-3.138, -4.456, 4.475)  -0.003
C (-3.108, -4.360, 3.098)  0.009
C (-2.167, -3.545, 2.484)  -0.238
N (-1.297, -2.777, 3.173)  0.083
C (-1.348, -2.897, 4.511)  -0.132
C (-2.106, -3.490, 1.005)  -0.201
C (-2.701, -4.456, 0.209)  0.026
C (-2.657, -4.325, -1.168)  0.002
C (-2.014, -3.229, -1.715)  -0.004
C (-1.405, -2.333, -0.862)  -0.091
N (-1.441, -2.451, 0.476)  0.011
H (-2.186, -3.753, 6.274)  0.127
H (-3.866, -5.086, 4.967)  0.131
H (-3.828, -4.901, 2.504)  0.120
H (-0.687, -2.284, 5.099)  0.099
H (-3.180, -5.313, 0.655)  0.121
H (-3.114, -5.074, -1.798)  0.130
H (-1.954, -3.070, -2.782)  0.123
H (-0.856, -1.489, -1.258)  0.082
Se (5.242, 1.209, -1.122)  0.310
P (3.876, 0.215, -2.358)  0.513
C (4.423, -1.303, -3.160)  -0.375
C (3.505, -2.210, -3.690)  -0.118
C (3.951, -3.349, -4.334)  -0.067
C (5.317, -3.590, -4.446)  -0.060
C (6.229, -2.696, -3.912)  -0.056
C (5.784, -1.551, -3.264)  -0.079
C (3.227, 1.266, -3.685)  -0.354
C (3.007, 2.620, -3.431)  -0.115
C (2.602, 3.462, -4.454)  -0.065
C (2.420, 2.968, -5.738)  -0.059
C (2.661, 1.629, -6.004)  -0.065
C (3.075, 0.783, -4.986)  -0.079
C (2.501, -0.421, -1.316)  -0.377
C (1.283, -0.012, -0.791)  -0.395
N (0.991, -0.929, 0.174)  -0.274
N (1.931, -1.856, 0.206)  0.006
N (2.836, -1.576, -0.680)  0.050
P (-0.021, 1.201, -0.970)  0.798
Se (-1.160, 1.010, 0.923)  0.584
C (-1.060, 0.794, -2.371)  -0.383
C (-0.459, 0.616, -3.619)  -0.058
C (-1.243, 0.316, -4.719)  -0.043
C (-2.620, 0.198, -4.580)  -0.046
C (-3.219, 0.380, -3.342)  -0.053
C (-2.441, 0.676, -2.232)  -0.101
C (0.506, 2.897, -1.113)  -0.365
C (-0.132, 3.747, -2.012)  -0.065
C (0.210, 5.092, -2.041)  -0.055
C (1.195, 5.578, -1.198)  -0.042
C (1.838, 4.728, -0.303)  -0.047
C (1.485, 3.394, -0.248)  -0.087
H (2.440, -2.030, -3.596)  0.104
H (3.242, -4.052, -4.746)  0.107
H (5.667, -4.481, -4.946)  0.111
H (7.289, -2.889, -3.994)  0.113
H (6.488, -0.850, -2.832)  0.075
H (3.208, 3.019, -2.445)  0.068
H (2.459, 4.514, -4.257)  0.107
H (2.124, 3.634, -6.536)  0.112
H (2.560, 1.248, -7.010)  0.112
H (3.292, -0.250, -5.215)  0.097
H (0.610, 0.726, -3.742)  0.093
H (-0.778, 0.183, -5.685)  0.117
H (-3.230, -0.031, -5.443)  0.117
H (-4.291, 0.297, -3.241)  0.115
H (-2.908, 0.816, -1.265)  0.068
H (-0.890, 3.373, -2.686)  0.112
H (-0.289, 5.755, -2.733)  0.118
H (1.467, 6.623, -1.234)  0.119
H (2.608, 5.110, 0.351)  0.119
H (1.981, 2.745, 0.458)  0.092
N (4.872, -0.089, 4.842)  0.181
C (3.694, -0.188, 4.221)  -0.277
C (3.423, 0.551, 3.048)  0.035
C (2.228, 0.397, 2.416)  -0.114
N (1.234, -0.418, 2.850)  -0.087
C (1.497, -1.089, 3.989)  -0.113
C (2.669, -1.032, 4.688)  0.027
H (5.605, 0.490, 4.474)  0.126
H (5.082, -0.635, 5.660)  0.127
H (4.167, 1.206, 2.619)  0.122
H (2.037, 0.918, 1.489)  0.079
H (0.726, -1.750, 4.311)  0.060
H (2.800, -1.631, 5.578)  0.126

Atomic forces in eV per Å
V -0.762 -0.273 0.899
C 0.126 0.066 -0.091
C 0.008 0.035 0.056
S 0.026 -0.110 -0.059
C -0.021 -0.052 0.074
C -0.087 0.159 0.012
S 0.097 -0.046 0.083
C -0.054 -0.065 -0.083
C 0.195 -0.012 -0.053
S -0.106 0.017 0.022
H -0.048 0.020 0.053
H -0.020 -0.013 0.001
H -0.004 0.009 0.012
H 0.012 0.014 -0.021
H -0.016 0.039 -0.017
H -0.015 0.011 0.039
H 0.038 -0.082 0.007
H 0.016 -0.042 -0.020
H -0.015 0.020 0.003
H 0.014 -0.003 -0.012
H -0.022 0.034 -0.002
H -0.145 -0.002 0.032
C 0.071 0.065 -0.039
C -0.062 -0.046 -0.017
C 0.071 0.014 -0.001
C 0.041 -0.097 -0.101
N -0.160 0.001 -0.073
C -0.075 0.074 -0.127
C -0.027 0.111 0.230
C -0.002 0.026 -0.005
C -0.014 0.001 0.017
C 0.056 0.065 0.025
C 0.070 0.054 -0.051
N 0.248 -0.067 -0.435
H 0.013 0.009 0.055
H -0.001 -0.018 0.015
H 0.008 0.005 0.014
H 0.127 0.106 0.026
H 0.003 -0.005 -0.020
H -0.014 -0.016 -0.030
H -0.010 -0.011 -0.031
H -0.119 -0.201 0.049
Se -0.008 0.080 0.124
P -0.271 -0.046 0.043
C 0.152 -0.033 0.055
C -0.032 0.024 0.006
C 0.095 0.003 0.001
C -0.048 -0.007 -0.006
C 0.013 0.041 0.028
C -0.036 0.022 -0.039
C -0.045 0.029 -0.093
C 0.031 -0.004 0.016
C -0.041 -0.017 0.032
C 0.011 -0.012 0.002
C 0.003 0.011 0.045
C -0.135 -0.048 0.064
C 0.150 -0.156 -0.334
C 0.014 0.270 0.180
N 0.158 -0.257 -0.555
N -0.217 0.053 0.048
N 0.154 0.117 0.052
P 0.078 0.046 0.175
Se -0.076 0.369 -0.105
C 0.005 -0.037 -0.135
C -0.044 0.019 0.011
C -0.018 0.002 0.018
C 0.006 -0.005 -0.006
C 0.066 0.009 0.021
C -0.035 0.036 -0.040
C 0.162 0.086 -0.011
C -0.028 0.026 0.009
C -0.006 -0.085 -0.058
C 0.054 -0.008 0.033
C -0.081 0.011 -0.047
C -0.003 -0.071 -0.057
H -0.020 0.006 0.017
H -0.036 -0.027 -0.011
H 0.006 -0.032 -0.020
H 0.030 -0.006 -0.001
H 0.025 0.001 0.005
H -0.004 -0.006 0.000
H -0.026 0.078 0.032
H -0.023 0.032 -0.035
H -0.003 -0.023 -0.045
H 0.022 -0.029 -0.014
H 0.132 0.011 0.022
H 0.022 -0.005 -0.051
H -0.027 -0.011 -0.039
H -0.066 -0.003 0.011
H 0.007 -0.007 0.014
H -0.015 -0.028 -0.018
H -0.022 0.023 -0.028
H 0.008 0.046 0.002
H 0.050 0.013 0.037
H 0.068 -0.082 0.020
N 0.028 -0.054 0.096
C 0.041 0.050 -0.048
C -0.115 -0.044 -0.007
C -0.030 0.109 -0.194
N 0.317 -0.230 0.238
C 0.301 -0.064 -0.019
C -0.073 0.168 -0.063
H 0.021 0.023 -0.023
H -0.025 0.021 -0.035
H 0.039 0.022 -0.033
H 0.042 0.016 0.093
H -0.130 -0.228 0.162
H -0.013 -0.010 0.022


Look up the spin multiplicity of the second one.
1